Record 1
Formula: C4H11NO
Source: the OMol25 dataset
Level of theory: ωB97M-V/def2-TZVPD

The calculation puts the HOMO energy at -8.91 eV. The energy is -288.88163 hartree. As for the spin multiplicity: 1. The SMILES is C=NC.CCO. As for the maximum force: 1.96 eV Å⁻¹. As for the net charge: 0. The energy relative to the best compared isomer or geometry (same formula, charge and spin) is 355.5 kJ/mol.

Last column: natural (NBO) charge in e.
Cartesian coordinates (Å):
C  -1.8308  -0.2714  -0.5622  -0.30
N  -1.1110  -0.6850  0.4788  -0.40
C  -0.9978  0.2450  1.5960  -0.44
H  -2.2927  -1.0439  -1.1695  0.21
H  -2.3404  0.6940  -0.5274  0.18
H  -1.0096  1.3022  1.2984  0.18
H  -0.0706  0.0519  2.1350  0.21
H  -1.8332  0.0664  2.2741  0.22
C  2.0390  0.4637  -0.1796  -0.65
C  1.1253  -0.5411  -0.8509  -0.01
O  0.4052  -0.0859  -1.8816  -0.66
H  1.4643  1.3234  0.1699  0.20
H  2.7939  0.8214  -0.8835  0.21
H  2.5498  0.0171  0.6744  0.21
H  0.1846  -0.8485  0.0155  0.24
H  1.5784  -1.5206  -1.0472  0.17
H  -0.6543  0.0110  -1.5401  0.41

Record 2
Formula: C4H11NO
Source: the OMol25 dataset
Level of theory: ωB97M-V/def2-TZVPD

The calculation puts the HOMO energy at -7.66 eV. The energy is -288.94199 hartree. As for the spin multiplicity: 1. The SMILES is C/C=C/NC.O. As for the maximum force: 3.90 eV Å⁻¹. As for the net charge: 0. The energy relative to the best compared isomer or geometry (same formula, charge and spin) is 197.0 kJ/mol.

Last column: natural (NBO) charge in e.
Cartesian coordinates (Å):
C  -2.3455  -2.9383  0.9195  -0.63
C  -1.4987  -2.0488  0.0391  -0.30
C  -1.3003  -0.7687  0.4078  0.00
N  -0.4153  0.1362  -0.2304  -0.61
C  0.2391  -0.0321  -1.5097  -0.42
H  -3.0416  -3.5065  0.1495  0.20
H  -1.7187  -3.7557  1.3455  0.22
H  -2.9889  -2.3162  1.5299  0.22
H  -0.9377  -2.4422  -0.7751  0.19
H  -1.8775  -0.2260  1.1514  0.19
H  -0.7948  1.0229  -0.1772  0.36
H  1.1313  0.5942  -1.6165  0.20
H  0.5571  -1.0964  -1.5860  0.20
H  -0.3576  0.3451  -2.3685  0.18
O  4.1205  4.5518  0.4790  -0.93
H  4.8909  5.0782  0.5794  0.46
H  4.5136  3.6623  0.4087  0.47

Record 3
Formula: C4H11NO
Source: the OMol25 dataset
Level of theory: ωB97M-V/def2-TZVPD

The calculation puts the HOMO energy at -9.76 eV. The energy is -288.96857 hartree. As for the spin multiplicity: 1. The SMILES is CC(N)=O.CC. As for the maximum force: 6.38 eV Å⁻¹. As for the net charge: 0. The energy relative to the best compared isomer or geometry (same formula, charge and spin) is 127.2 kJ/mol.

Last column: natural (NBO) charge in e.
Cartesian coordinates (Å):
C  1.8968  -0.4409  -1.8843  -0.73
C  2.3252  0.7400  -1.1150  0.66
N  2.1540  1.9540  -1.7041  -0.81
O  2.8083  0.6877  0.0741  -0.63
H  0.8995  -0.7550  -1.5789  0.25
H  2.4517  -1.3081  -1.5216  0.25
H  2.0334  -0.4385  -2.9682  0.22
H  2.6651  2.7521  -1.3097  0.41
H  2.0002  2.0186  -2.6923  0.38
C  -1.8614  -0.9310  2.2714  -0.56
C  -2.9976  -0.5500  1.3461  -0.62
H  -1.5574  0.1944  2.8032  0.17
H  -0.9309  -1.2871  1.8136  0.21
H  -2.1885  -1.5050  3.0132  0.19
H  -3.6727  -1.3684  1.1346  0.20
H  -2.5034  0.0211  0.4943  0.20
H  -3.5225  0.2161  1.8238  0.20